Entry 1:
ORCA calculation (ωB97M-V/def2-TZVPD) on a 5-piece molecular cluster, C48H48Cl2F9N2O3PS4 overall.

The calculation puts the LUMO energy at -0.17 eV. Its max |F| is 2.63 eV Å⁻¹.

Element x y z (Å)
C 5.98538 -1.92283 2.12232
C 5.03242 -3.04453 2.54970
C 4.59371 -3.93228 1.34590
C 3.12690 -4.26000 1.44436
C 2.71238 -5.50366 1.93864
S 3.84235 -6.76502 2.47327
C 1.35018 -5.77544 1.97746
C 0.41654 -4.82552 1.57243
C 0.75902 -3.55587 1.12869
C 2.15044 -3.32388 1.05168
Cl 2.80633 -1.84254 0.42726
N -0.21784 -2.56623 0.73142
S -0.06491 -2.18180 -0.91544
O -1.36360 -2.17576 -1.50874
O 0.83804 -3.13138 -1.49124
C 0.69231 -0.46960 -1.30892
F 1.65576 -0.73925 -2.18516
F -0.24716 0.13507 -2.03034
C 1.14778 0.59305 -0.22563
F 0.30607 1.64344 -0.32754
F 0.99778 0.17600 1.03408
C 2.59223 1.20972 -0.36391
F 3.39479 0.59230 -1.22985
F 3.19640 1.12962 0.83153
C 2.60503 2.73016 -0.71065
F 3.88547 3.05298 -0.89640
F 2.15977 3.45838 0.28077
F 1.97040 2.98575 -1.83278
C -1.58949 -2.66822 1.22988
C -2.44756 -1.54975 1.31638
C -2.00976 -0.17503 0.87674
N -2.55620 0.27829 -0.40530
C -3.75386 -1.66230 1.85199
P -4.97325 -0.29212 2.03344
O -5.13075 0.37603 0.54429
Cl -3.95116 1.17841 3.09294
C -4.25931 -2.89759 2.30345
C -5.62671 -3.06098 2.91684
S -5.55815 -3.13014 4.74029
C -5.87440 -1.45684 5.34975
C -4.70423 -0.91687 6.15901
C -3.42232 -4.01515 2.20394
C -3.87641 -5.37355 2.68461
C -2.13430 -3.88250 1.67521
S -1.24306 -5.39841 1.61744
H 6.88754 -1.92793 2.72815
H 5.52032 -0.94443 2.18179
H 6.32427 -2.04277 1.09644
H 4.13873 -2.61978 2.99570
H 5.49578 -3.71182 3.27020
H 5.17897 -4.84184 1.31606
H 4.78425 -3.39422 0.42662
H 3.53840 -6.76269 3.77827
H 1.03542 -6.74684 2.32353
H -0.93263 -0.24023 0.79029
H -2.20240 0.55390 1.65388
H -3.24351 -0.38579 -0.72303
H -2.98126 1.18813 -0.32111
H -6.08057 0.37289 0.37979
H -6.03023 -4.02865 2.65132
H -6.33811 -2.33334 2.55482
H -6.07025 -0.81850 4.49302
H -6.76535 -1.43173 5.96886
H -5.03287 -0.12015 6.82280
H -3.91884 -0.51271 5.52694
H -4.24460 -1.69127 6.76732
H -3.97818 -6.07373 1.85821
H -4.75929 -5.32752 3.30024
H -3.08988 -5.77277 3.32326
C -2.86034 2.11002 -3.28616
C -2.43856 3.41729 -3.48749
C -3.37074 4.42078 -3.71632
C -4.72468 4.11638 -3.74684
C -5.14594 2.80785 -3.55257
C -4.21412 1.80514 -3.32103
H -2.13644 1.32881 -3.09799
H -1.38188 3.65410 -3.46508
H -3.04182 5.44055 -3.87080
H -5.45166 4.89881 -3.92280
H -6.20180 2.56997 -3.58156
H -4.54130 0.78434 -3.16700
C -5.01587 7.01276 1.01654
C -4.24968 6.24084 0.15385
C -4.03787 4.89689 0.42777
C -4.58947 4.32436 1.56646
C -5.35030 5.09844 2.43166
C -5.56453 6.44220 2.15677
H -5.18545 8.05974 0.80019
H -3.81789 6.68705 -0.73291
H -3.44311 4.29422 -0.24772
H -4.42684 3.27552 1.77998
H -5.77663 4.65311 3.32207
H -6.15896 7.04536 2.83113
C 1.07485 1.32550 -6.60042
C 1.38316 1.10508 -5.26551
C 2.69412 1.23013 -4.82614
C 3.69821 1.57228 -5.72069
C 3.39079 1.78535 -7.05737
C 2.07958 1.66334 -7.49676
H 0.05165 1.23331 -6.94167
H 0.60075 0.83553 -4.56680
H 2.93227 1.06121 -3.78356
H 4.71975 1.67196 -5.37655
H 4.17371 2.04732 -7.75740
H 1.84028 1.83138 -8.53891
C 9.74692 -0.01332 -0.60291
C 9.96283 1.32156 -0.91679
C 8.88640 2.15360 -1.19287
C 7.59272 1.65098 -1.15898
C 7.37740 0.31474 -0.85299
C 8.45406 -0.51608 -0.57385
H 10.58551 -0.66076 -0.38125
H 10.97108 1.71423 -0.94527
H 9.05561 3.19501 -1.43438
H 6.75255 2.30007 -1.37141
H 6.36870 -0.07947 -0.83117
H 8.28417 -1.55793 -0.33364

***

Entry 2:
ORCA calculation (ωB97M-V/def2-TZVPD) on a single C23H31N3O4S2 molecule.

The calculation puts the LUMO energy at 0.46 eV. Its max |F| is 0.69 eV Å⁻¹.

Element x y z (Å)
C -5.98608 -0.49089 1.11943
N -5.02219 0.03028 0.17996
C -3.69643 -0.03743 0.38901
O -3.18789 -0.51574 1.38221
C -2.84504 0.52901 -0.75038
C -2.89492 -0.41086 -1.98043
C -2.40281 -1.77982 -1.60207
C -3.29099 -2.76491 -1.19095
C -2.82784 -4.00051 -0.77604
C -1.46883 -4.26418 -0.76042
C -0.57610 -3.29077 -1.17384
C -1.04187 -2.05859 -1.59525
N -1.49812 0.62820 -0.24787
C -0.55829 1.40824 -0.79193
O -0.79729 2.14680 -1.73907
C 0.80951 1.29491 -0.13447
C 0.97998 2.41266 0.90805
C 0.21966 2.16338 2.21646
C 0.85639 1.03943 3.03102
C 0.19800 3.44951 3.04145
C 1.93315 1.30603 -1.19722
C 3.11021 0.45249 -0.74612
S 2.62088 -1.30777 -0.72644
C 4.10779 -2.06564 -0.20795
C 4.32931 -3.41046 -0.14597
C 5.62174 -3.72245 0.32655
C 6.35944 -2.62207 0.61498
S 5.49315 -1.16286 0.32289
C 2.43807 2.71806 -1.49197
O 3.55303 3.12914 -1.20435
N 1.55597 3.47123 -2.15115
O 1.88442 4.80993 -2.38565
H -6.62847 0.30638 1.49672
H -6.60463 -1.25776 0.65028
H -5.43062 -0.92995 1.94605
H -5.37337 0.46761 -0.65696
H -3.19028 1.52769 -1.04327
H -3.91713 -0.45990 -2.35906
H -2.25794 0.02551 -2.75160
H -4.35355 -2.56513 -1.19675
H -3.52978 -4.75780 -0.45896
H -1.10823 -5.22642 -0.42863
H 0.48678 -3.48066 -1.16560
H -0.33681 -1.30780 -1.92135
H -1.31203 0.01987 0.54123
H 0.85566 0.32561 0.36940
H 0.63597 3.35410 0.47295
H 2.04222 2.52629 1.13637
H -0.81470 1.88848 1.98279
H 0.30398 0.88797 3.95512
H 1.88394 1.29326 3.28406
H 0.85875 0.09692 2.48885
H -0.33411 3.29290 3.97666
H -0.29686 4.24986 2.49592
H 1.21231 3.76801 3.27238
H 1.53732 0.89585 -2.13339
H 3.43376 0.73075 0.25724
H 3.94916 0.56323 -1.43330
H 3.59452 -4.14031 -0.43133
H 5.98365 -4.72837 0.44106
H 7.36416 -2.56184 0.98178
H 0.56396 3.23940 -2.23926
H 2.80634 4.87195 -2.06190

***

Entry 3:
ORCA calculation (ωB97M-V/def2-TZVPD) on C15H39AlBrFO5P as an isolated structure.

The calculation puts the LUMO energy at 2.06 eV. Its max |F| is 0.65 eV Å⁻¹. The total charge is -1.

Element x y z (Å)
C -1.85740 -3.24011 2.13023
C -2.65043 -3.95003 1.04169
O -1.75229 -4.12112 -0.07570
C -3.23718 -5.25838 1.54329
Al -5.05206 -4.92997 2.34764
F -5.80364 -6.35020 2.85733
P -6.23490 -3.82228 0.55495
O -6.41046 -2.30409 1.25743
Br -8.34548 -4.66337 0.63274
H -1.57784 -2.24230 1.79886
H -2.48493 -3.17920 3.01841
H -0.97165 -3.83278 2.35703
H -3.44019 -3.25536 0.71796
H -2.03356 -4.91097 -0.53248
H -2.53952 -5.70543 2.25553
H -3.37462 -5.96678 0.71830
H -4.96365 -3.88088 3.57836
H -5.74397 -2.23710 1.94873
C 0.11380 2.10763 1.89160
C 0.41753 0.97023 2.85244
O 0.33551 -0.30830 2.25763
C 1.22812 -0.55880 1.18993
C 2.69502 -0.47066 1.57804
H -0.84225 1.93498 1.39676
H 0.06714 3.05783 2.42445
H 0.87800 2.19938 1.11760
H -0.32327 0.95903 3.65214
H 1.39637 1.11623 3.32729
H 1.01705 0.10673 0.34426
H 0.99384 -1.57056 0.85970
H 2.98784 0.54989 1.83449
H 3.32155 -0.79537 0.74592
H 2.89877 -1.10376 2.44295
C 6.52313 1.74030 -0.33269
C 6.36246 0.25727 -0.62448
O 5.43745 -0.02787 -1.65588
C 5.74729 0.50376 -2.92905
C 7.05736 -0.00338 -3.50944
H 5.55008 2.19818 -0.15115
H 7.14759 1.88095 0.55001
H 6.99563 2.27233 -1.15996
H 5.96621 -0.24325 0.25901
H 7.33567 -0.19972 -0.83986
H 5.74009 1.59996 -2.90234
H 4.92017 0.19863 -3.56962
H 7.92040 0.35306 -2.94506
H 7.16870 0.34356 -4.53715
H 7.07888 -1.09368 -3.50276
C -4.63481 4.71063 -1.79473
C -3.18669 4.91328 -1.37949
O -2.61992 3.80647 -0.70831
C -2.56589 2.59920 -1.45025
C -1.72270 2.68951 -2.71128
H -5.23559 4.39995 -0.93958
H -5.04272 5.64136 -2.19118
H -4.73566 3.94928 -2.56898
H -3.12143 5.73753 -0.66839
H -2.57649 5.19294 -2.24732
H -3.57460 2.24438 -1.68599
H -2.12612 1.86708 -0.77398
H -2.17069 3.34698 -3.45850
H -1.61962 1.70136 -3.15950
H -0.72941 3.07584 -2.47759

***

Entry 4:
ORCA calculation (ωB97M-V/def2-TZVPD) on a single C13H18N2 molecule.

The calculation puts the LUMO energy at 0.76 eV. Its max |F| is 3.95 eV Å⁻¹.

Element x y z (Å)
C 2.85733 -0.70955 -0.55514
C 1.39297 -1.11837 -0.99898
C 1.26205 -2.65197 -1.00880
C 1.11487 -0.62096 -2.42124
N -0.29153 -0.48182 -2.49928
N -0.81357 -0.38027 -1.38475
C 0.15234 -0.55001 -0.26060
C -0.57371 -1.38034 0.77638
C 0.11567 1.09420 0.45026
C -1.17949 1.76618 0.73649
C -2.04901 2.26533 -0.23666
C -3.30131 2.81917 -0.02835
C -3.69159 3.07523 1.25897
C -2.90680 2.54707 2.24106
C -1.77639 1.81089 2.04524
H 3.23952 -1.45450 0.08522
H 2.71078 0.20437 -0.05833
H 3.61233 -0.52352 -1.36685
H 1.28782 -3.00572 -0.05266
H 2.15983 -3.24287 -1.49978
H 0.33194 -2.89868 -1.50157
H 1.57625 0.38498 -2.49685
H 1.40412 -1.24320 -3.37326
H -1.46456 -0.90244 1.08853
H 0.08902 -1.69080 1.55298
H -0.77767 -2.34649 0.41683
H 0.82791 1.63333 -0.23282
H 0.62975 1.03185 1.34367
H -1.83008 1.84881 -1.21416
H -3.98183 3.05763 -0.90008
H -4.59465 3.67075 1.50852
H -3.40201 2.45873 3.15755
H -1.25505 1.36416 2.92475

***

Entry 5:
ORCA calculation (ωB97M-V/def2-TZVPD) on C42H42BrN4W as an isolated structure.

The calculation puts the LUMO energy (alpha / beta) at -9.85 / -9.51 eV. The expectation value of S² is 2.254. Its spin multiplicity is 3. Its max |F| is 0.53 eV Å⁻¹. The total charge is +3.

Element x y z (Å)
W 0.03033 -0.16111 -0.08660
C -1.39273 -3.77175 2.76597
C -1.28535 -3.05860 1.44608
C -2.11556 -1.98419 1.12847
C -3.05569 -1.41154 2.15095
C -2.15466 -1.47322 -0.20387
C -3.36913 -0.63818 -0.57515
C -1.35221 -2.09149 -1.20747
C -1.77647 -2.01835 -2.65769
C -0.35058 -3.01764 -0.81856
C 0.57076 -3.63744 -1.83811
C -0.35514 -3.51998 0.49791
C 0.56832 -4.63842 0.88952
H -0.41932 -3.98792 3.20546
H -1.88061 -4.73841 2.61258
H -1.98269 -3.23360 3.49992
H -3.96786 -2.01369 2.19984
H -3.35908 -0.39566 1.90974
H -2.62290 -1.40845 3.14926
H -3.46746 -0.49907 -1.64516
H -3.37043 0.34695 -0.10621
H -4.27373 -1.15057 -0.24375
H -1.54001 -1.08507 -3.15997
H -2.85591 -2.15402 -2.71548
H -1.33433 -2.82889 -3.22749
H 0.29501 -4.67831 -2.02233
H 1.60760 -3.63857 -1.50012
H 0.55568 -3.11107 -2.78267
H -0.01379 -5.54081 1.09389
H 1.10806 -4.41375 1.81219
H 1.29288 -4.88946 0.12330
C 0.14504 -1.16826 4.42784
C 0.33700 -1.20575 3.04583
N -0.12159 -0.27469 2.21849
C -0.81668 0.76135 2.75862
C -1.08183 0.86715 4.12970
C -0.57413 -0.13694 4.97374
C -1.84246 1.97497 4.62673
C -2.26390 2.94468 3.78984
C -1.94670 2.89276 2.39263
C -2.27138 3.94751 1.51918
C -1.84685 3.88774 0.21835
C -1.16108 2.75866 -0.22486
N -0.90450 1.70245 0.54938
C -1.25423 1.79283 1.87348
H 0.55550 -1.95830 5.04092
H 0.86715 -2.03368 2.60062
H -0.75721 -0.08615 6.04006
H -2.06008 2.02076 5.68585
H -2.82817 3.79154 4.15785
H -2.82149 4.80341 1.89052
H -2.03015 4.69206 -0.47993
H -0.81003 2.72086 -1.24162
C 3.43546 4.13960 1.58470
C 3.27567 2.66270 1.37806
C 4.28592 1.75684 1.69660
C 4.10099 0.39844 1.48818
C 2.89248 -0.00455 0.97057
Br 2.56702 -1.80511 0.52081
N 1.89032 0.82584 0.67064
C 2.09590 2.14179 0.86927
H 4.46846 4.44505 1.42984
H 3.16233 4.41072 2.60610
H 2.80454 4.70810 0.90316
H 5.22835 2.11339 2.09439
H 4.87705 -0.32239 1.70346
H 1.28722 2.80303 0.59492
C -1.50606 3.09642 -4.49956
C -0.11697 3.03984 -4.46060
C 0.52575 2.12465 -3.64484
C -0.22790 1.26867 -2.83358
C -1.62013 1.34349 -2.86203
C -2.25662 2.24529 -3.69782
N 0.43437 0.33987 -1.96837
C 1.60403 -0.21190 -2.64101
C 1.40901 -0.93834 -3.81592
C 2.49866 -1.43717 -4.50689
C 3.78999 -1.18300 -4.05758
C 3.98325 -0.40292 -2.92892
C 2.89323 0.08897 -2.22202
H -2.00108 3.79710 -5.15824
H 0.46972 3.70372 -5.08093
H 1.60618 2.07764 -3.63483
H -2.20027 0.69376 -2.22594
H -3.33752 2.27786 -3.73175
H 0.41026 -1.09615 -4.19921
H 2.34185 -2.00769 -5.41259
H 4.63994 -1.56196 -4.60846
H 4.98564 -0.15043 -2.60944
H 3.05778 0.76611 -1.39785

***

Entry 6:
ORCA calculation (ωB97M-V/def2-TZVPD) on a 2-piece molecular cluster, C4H11NO overall.

The calculation puts the LUMO energy at 0.78 eV. Its max |F| is 3.17 eV Å⁻¹.

Element x y z (Å)
C 2.73399 -1.08577 0.51950
C 1.34676 -1.67465 0.34867
N 0.87065 -1.44375 -0.91113
O 0.62606 -1.92366 1.28959
H 2.82021 -0.00076 0.37676
H 3.43462 -1.49227 -0.20586
H 3.08797 -1.24487 1.52745
H -0.10504 -1.63483 -1.08793
H 1.37102 -1.15697 -1.73072
C -2.17550 0.70742 -0.20392
C -1.95811 2.17097 0.18097
H -2.90538 0.60704 -0.98556
H -1.28334 0.40165 -0.71423
H -2.18910 0.12135 0.72468
H -1.36358 2.24764 1.07781
H -2.96097 2.61969 0.28671
H -1.35028 2.78178 -0.49278